Record 1
DFT (ωB97M-V with the def2-TZVPD basis set) results for one molecule with the formula C2H4N4O.

Structure (ORCA input):
```
! wB97M-V def2-TZVPD RIJCOSX def2/J DEFGRID3
* xyz 0 1
O 2.231 0.659 1.029
N 0.797 -0.176 -0.647
N -1.227 -0.904 -1.693
N -0.118 0.470 1.236
N -1.178 0.071 0.462
C -0.564 -0.316 -0.637
C 1.023 0.328 0.538
H -0.282 1.017 2.065
H -0.796 -0.726 -2.589
H -2.223 -0.740 -1.682
H 2.313 0.294 1.920
*
```

- frontier orbital gap (eV) = 9.1
- SMILES = Nc1n[nH]c(O)n1
- calculated total energy (eV) = -10146.7152
- HOMO energy (eV) = -8.6

***

Record 2
DFT (ωB97M-V with the def2-TZVPD basis set) results for a 2-piece molecular cluster, C32H45N3O2 overall.

Structure (ORCA input):
```
! wB97M-V def2-TZVPD RIJCOSX def2/J DEFGRID3
* xyz 0 1
O -1.699 -1.901 0.710
O 0.502 -2.142 0.163
N 3.089 -0.737 7.464
N 4.059 0.175 7.496
N 3.599 1.206 6.823
C 4.353 2.425 6.605
C 5.633 -3.218 5.722
C 1.501 1.981 5.562
C 2.669 -1.106 11.709
C 0.745 -1.019 10.096
C 2.313 4.423 8.778
C 4.243 3.415 10.042
C 0.802 -0.981 6.474
C 3.302 -3.860 5.002
C -1.872 -2.885 -0.255
C 2.981 -3.469 10.003
C 2.845 -2.215 9.432
C 2.266 -1.064 10.230
C 4.274 3.472 7.533
C 4.770 1.902 3.077
C 3.498 -4.528 9.288
C 6.692 0.900 4.358
C 1.958 -0.283 6.728
C 5.264 1.441 4.450
C 3.207 -2.039 8.088
C -0.025 -0.556 1.790
C 5.801 4.758 6.194
C 3.404 3.352 8.765
C 5.004 4.627 7.311
C 5.880 3.726 5.283
C 3.872 -4.347 7.974
C -0.369 -1.601 0.818
C 2.296 1.003 6.326
C 5.165 2.556 5.469
C 3.730 -3.117 7.358
C 4.137 -2.954 5.910
C -0.849 -0.257 2.773
H 6.240 -2.562 6.347
H 2.321 -0.219 12.241
H 0.675 -1.981 6.833
H 0.433 -0.909 9.058
H -1.768 -0.798 2.881
H 0.304 -1.943 10.471
H 6.371 5.660 6.039
H 3.746 2.276 3.114
H -1.366 -3.793 0.081
H 5.880 -4.245 5.991
H -1.422 -2.537 -1.188
H 5.013 2.642 10.060
H 0.914 -0.044 1.665
H 3.751 -1.176 11.834
H 3.471 -4.909 5.248
H 5.934 -3.073 4.684
H 3.566 -3.727 3.953
H 3.936 -1.906 5.631
H 2.755 5.418 8.820
H 3.621 3.299 10.929
H -2.938 -3.074 -0.396
H 0.004 -0.549 5.911
H 6.757 0.077 3.646
H 1.994 2.233 4.623
H 4.608 0.624 4.797
H 2.222 -1.965 12.208
H 4.948 5.429 8.028
H 3.616 -5.492 9.758
H 2.685 -0.140 9.793
H 2.691 -3.620 11.028
H 7.054 0.546 5.325
H 0.320 -0.191 10.664
H 1.663 4.319 9.647
H 1.691 4.385 7.883
H 4.809 1.093 2.347
H 4.281 -5.174 7.417
H 6.509 3.823 4.415
H 7.375 1.678 4.019
H 2.234 -3.669 5.113
H 4.746 4.379 10.122
H -0.647 0.515 3.487
H 5.394 2.711 2.698
H 0.509 1.596 5.330
H 1.375 2.901 6.131
H 2.917 2.362 8.723
*
```

- frontier orbital gap (eV) = 6.6
- calculated total energy (eV) = -42477.5376
- HOMO energy (eV) = -5.9

***

Record 3
DFT (ωB97M-V with the def2-TZVPD basis set) results for an isolated ion of composition C4H11NO2 and charge +1.

Structure (ORCA input):
```
! wB97M-V def2-TZVPD RIJCOSX def2/J DEFGRID3
* xyz 1 2
O -2.414 -1.641 0.385
O 2.502 1.131 0.595
N -0.090 0.471 1.496
C 0.643 0.154 -0.815
C -1.765 -0.542 -0.313
C 2.133 0.402 -0.616
C -0.264 -0.392 0.253
H 0.118 -1.416 0.418
H -2.305 0.356 -0.137
H -0.665 -0.077 2.227
H 2.612 -0.584 -0.356
H -1.510 -0.645 -1.416
H -3.315 -1.700 0.009
H 1.821 1.056 1.258
H -0.598 1.455 1.451
H 0.506 -0.269 -1.883
H 2.299 1.038 -1.495
H 0.292 1.203 -1.062
*
```

- frontier orbital gap (spin up / spin down) (eV) = 12.1 / 5.1
- calculated total energy (eV) = -9900.0217
- HOMO energy (spin up / spin down) (eV) = -15.3 / -14.6

***

Record 4
DFT (ωB97M-V with the def2-TZVPD basis set) results for one molecule with the formula C4H6N2O.

Structure (ORCA input):
```
! wB97M-V def2-TZVPD RIJCOSX def2/J DEFGRID3
* xyz 0 1
O 0.213 0.760 0.209
N -1.524 2.194 -0.160
N -1.559 -0.144 -0.764
C 0.480 -0.579 0.115
C -1.010 0.917 -0.304
C 1.728 -1.166 0.653
C -0.602 -1.147 -0.478
H 1.811 -2.239 0.336
H -0.736 -2.169 -0.772
H -2.332 2.400 -0.708
H 1.763 -1.109 1.744
H 2.620 -0.672 0.235
H -0.852 2.955 -0.106
*
```

- frontier orbital gap (eV) = 9.1
- SMILES = Cc1cnc(N)o1
- calculated total energy (eV) = -9272.9138
- HOMO energy (eV) = -8.1

***

Record 5
DFT (ωB97M-V with the def2-TZVPD basis set) results for one molecule with the formula C2H4P2S3.

Structure (ORCA input):
```
! wB97M-V def2-TZVPD RIJCOSX def2/J DEFGRID3
* xyz 0 1
S 1.484 -0.548 -1.587
S -0.275 2.467 1.670
S -2.386 1.096 -2.031
P -1.365 -0.302 -1.198
P 0.262 0.745 1.006
C 0.098 -0.871 1.755
C 0.309 0.512 -0.791
H 0.193 -1.169 2.783
H 1.062 -1.800 -1.425
H 0.405 1.528 -1.189
H 0.213 -1.658 1.008
*
```

- frontier orbital gap (eV) = 7.0
- SMILES = C=P(=S)[C@@H](S)P=S
- calculated total energy (eV) = -53220.4689
- HOMO energy (eV) = -8.7

***

Record 6
DFT (ωB97M-V with the def2-TZVPD basis set) results for a 2-piece molecular cluster, C5H13N2O overall.

Structure (ORCA input):
```
! wB97M-V def2-TZVPD RIJCOSX def2/J DEFGRID3
* xyz -2 2
O -0.744 0.209 0.514
N 1.236 -0.759 -1.012
N -2.602 -1.746 -0.408
C 2.269 1.006 0.289
C -2.096 0.476 0.472
C -2.901 -0.812 0.731
C 3.417 1.493 0.773
C 2.110 0.398 -1.098
H 4.341 1.324 0.229
H 0.975 -1.115 -1.936
H -2.651 -1.212 1.728
H 0.382 -0.517 -0.442
H 1.735 1.219 -1.746
H 3.093 0.093 -1.491
H -2.409 0.832 -0.539
H 3.478 2.002 1.748
H -1.588 -1.854 -0.386
H -3.000 -2.662 -0.215
H -3.986 -0.598 0.675
H -2.430 1.256 1.195
H 1.371 0.967 0.918
*
```

- frontier orbital gap (spin up / spin down) (eV) = 1.9 / 6.7
- calculated total energy (eV) = -10418.3692
- HOMO energy (spin up / spin down) (eV) = 4.2 / -0.7

***

no.,strongest force on any atom (hartree/bohr)
1,0.0068
2,0.0532
3,0.0895
4,0.0345
5,0.0825
6,0.0281